Entry 1:
DFT (ωB97M-V with the def2-TZVPD basis set) results for C4H9NO2 in the gas phase at a distorted geometry.

Properties
SMILES ... C[C@@H](C=O)NCO
Largest force on an atom ... 4.8 eV/A
Energy above the lowest of the compared OMol25 structures with the same formula, charge and spin ... 366.1 kJ/mol
HOMO level ... -8.942 eV
Kohn-Sham gap ... 0.349 Ha

The geometry in ORCA input format:
```
! wB97M-V def2-TZVPD RIJCOSX def2/J DEFGRID3
* xyz 0 1
N -0.6006 -0.1582 -0.7593
H -0.4848 0.2525 -1.7571
H 1.4725 0.8504 -1.6416
H -1.2777 -1.9922 -1.1530
H -0.2444 0.4533 2.2426
C 0.6010 0.1686 0.1147
H -1.1662 -1.6332 0.6312
C -1.4214 -1.2406 -0.3809
H 2.6630 0.2267 -0.5597
O -2.8142 -0.8115 -0.4492
C 0.4143 0.8957 1.4594
H -2.9062 -0.5326 0.4737
O 1.1702 1.5731 2.1589
H 0.9245 -0.9093 0.5389
H 1.8803 1.9796 -0.3443
C 1.7895 0.8777 -0.5742
*
```


Entry 2:
DFT (ωB97M-V with the def2-TZVPD basis set) results for C14H21NO4S in the gas phase.

Properties
SMILES ... Cc1ccc(SCCNC(=O)C(CO)(CO)CO)cc1
Largest force on an atom ... 0.7 eV/A
Energy above the lowest of the compared OMol25 structures with the same formula, charge and spin ... 0.0 kJ/mol
HOMO level ... -8.506 eV
Kohn-Sham gap ... 0.331 Ha

The geometry in ORCA input format:
```
! wB97M-V def2-TZVPD RIJCOSX def2/J DEFGRID3
* xyz 0 1
H -1.2162 3.2857 -0.8809
H 4.0565 -2.1359 0.3191
H 2.0044 0.3213 2.2584
C -3.4253 1.3975 -0.1910
H 4.8643 -0.0791 1.5439
H -1.5137 -0.6637 1.6859
H 0.3467 3.3668 -0.0361
C -3.2481 -1.2553 0.5730
H -0.8024 0.9505 -1.5359
S -1.1932 2.1449 1.2546
H 4.0006 -1.2330 -1.2147
N 0.9086 0.6910 -0.3944
C -4.3468 0.4774 -0.6538
O 5.1576 0.7434 -0.2578
C 4.3011 0.5128 0.8155
H 2.5189 -2.9345 -1.3452
C 3.0083 -0.2472 0.4205
C 2.2317 0.6507 -0.5588
H -5.6906 -1.5529 -1.7286
H 1.1748 -1.9572 0.8489
H -3.5031 2.4356 -0.4786
H -4.8616 -2.8411 -0.8393
C -2.4016 0.9819 0.6461
C 2.2415 -0.5938 1.7070
H 0.4854 0.1480 0.3517
C -5.2921 -1.8456 -0.7600
H 4.0076 1.4600 1.2956
C 3.4175 -1.5237 -0.3344
H -3.1759 -2.2900 0.8754
C 0.0414 1.5429 -1.1664
H 2.8982 -1.2107 2.3388
H -5.1402 0.8046 -1.3105
H 4.6125 1.1563 -0.9568
O 1.0171 -1.2583 1.5031
C -2.3132 -0.3469 1.0334
H 0.6156 1.9254 -2.0149
H -6.1226 -1.8937 -0.0547
O 2.2638 -2.2569 -0.7123
C -0.4720 2.7116 -0.3304
O 2.8173 1.2705 -1.4369
C -4.2728 -0.8592 -0.2785
*
```


Entry 3:
DFT (ωB97M-V with the def2-TZVPD basis set) results for an isolated ion of composition C5H10NS and charge +1 at a distorted geometry.

Properties
SMILES ... C[C@H]1C=C1[C@@H]([NH3+])S
Largest force on an atom ... 4.9 eV/A
Energy above the lowest of the compared OMol25 structures with the same formula, charge and spin ... 449.2 kJ/mol
HOMO level ... -13.130 eV
Kohn-Sham gap ... 0.341 Ha

The geometry in ORCA input format:
```
! wB97M-V def2-TZVPD RIJCOSX def2/J DEFGRID3
* xyz 1 1
H -0.7588 2.9608 -1.3994
C 0.5194 1.1527 -1.0215
S -1.6468 -0.9763 1.2604
C -0.4419 2.2539 -0.5820
N 0.3839 -2.2612 0.9882
C 1.5150 0.6859 -0.0893
H -0.1553 -2.9652 1.5453
H 0.1983 2.8164 0.1353
H -2.3571 -0.2395 0.3666
H -0.8003 -1.7824 -0.8834
H 0.8601 -1.6653 1.6165
H 2.4079 1.0776 0.3372
H 0.5657 1.1117 -2.1389
H -1.3893 1.8977 -0.2695
C 0.4488 -0.0892 -0.1745
C -0.3845 -1.3480 -0.0049
H 1.0349 -2.6295 0.3140
*
```


Entry 4:
DFT (ωB97M-V with the def2-TZVPD basis set) results for C29H37F3N3O2RuSSe2 as an isolated structure at a distorted geometry.

Properties
Largest force on an atom ... 3.2 eV/A
Energy above the lowest of the compared OMol25 structures with the same formula, charge and spin ... 0.0 kJ/mol
Expectation value of S² ... 0.7633
HOMO level (spin up / spin down) ... -7.131 / -7.096 eV
Kohn-Sham gap (spin up / spin down) ... 0.252 / 0.244 Ha

The geometry in ORCA input format:
```
! wB97M-V def2-TZVPD RIJCOSX def2/J DEFGRID3
* xyz 0 2
C 1.9129 -2.7216 -5.3464
H 0.8329 -6.2331 -2.5095
H -1.7479 2.9110 -1.2767
N 1.3664 -3.0506 -1.6380
C -0.8003 2.3631 1.2657
H 2.7562 1.1859 1.7996
F 0.8584 -1.9677 -5.7280
H 0.7371 -4.6750 -0.5658
C -0.1581 2.8226 2.4072
C -0.3033 3.5864 4.8029
C -2.3580 3.5179 3.3965
C -2.1901 1.4485 -2.7892
H -4.9345 1.6603 -2.9118
H -2.5707 2.4582 3.5204
H 3.9438 -3.5527 4.0843
H -4.2472 2.9480 -1.9252
C 1.0407 -4.3293 -1.5479
O 3.5951 -1.5277 3.8043
H -1.0856 5.9076 3.5676
Ru 1.3422 -1.1955 -0.1292
S 2.0967 -0.8525 -2.7756
C -3.0220 2.3924 -3.6355
C -0.1598 1.4986 0.3837
C -2.2988 3.7415 -3.7596
C 1.3979 -4.6619 -3.8739
C -1.9535 0.1183 -3.1372
H 1.4002 -5.2899 -4.7527
C 2.1883 -3.2346 2.8612
H -0.9738 -1.7050 -2.5731
N 1.0890 1.0438 0.6013
C -1.1578 -0.6674 -2.3233
H -0.9314 5.3538 1.8967
F 2.9938 -1.9477 -5.4496
H -0.3521 2.5421 5.1047
F 2.0372 -3.6597 -6.3045
H -2.3668 -0.3188 -4.0290
H -2.7771 4.3457 -4.5265
C 2.9875 -3.2355 1.5590
H 4.4762 -1.4261 4.1703
C 1.0011 -2.2705 2.8963
H -3.8526 0.9338 -5.0234
H 2.5584 -2.8576 4.9739
Se -0.2781 -2.3965 1.3786
C -1.6210 1.8905 -1.6029
C 1.7320 1.5237 1.6670
H -2.2966 1.6178 -5.5224
H 0.4087 -2.5054 3.7831
C -3.2475 1.8369 -5.0429
H -2.8271 3.8676 2.4798
H 2.3871 -3.6800 0.7616
C -4.3786 2.5950 -2.9458
H -2.8135 4.0559 4.2246
H 0.8387 -4.8391 2.3622
Se 3.5819 -1.4600 0.8810
C -0.5744 5.2046 2.9136
H -1.8179 2.6416 1.0440
H -4.9647 3.3278 -3.4963
H -1.2596 3.5889 -4.0417
H -3.7725 2.5750 -5.6443
C 1.6983 -3.3201 -3.9887
C 3.1172 -2.8344 4.0247
H -0.9004 4.1720 5.4990
C 1.6585 -4.6709 3.0692
C 1.0728 -5.1895 -2.6286
C -0.8227 1.0417 -0.8433
H 1.8174 -4.9410 4.9863
C 1.7073 -2.5075 -2.8263
H 1.7654 2.7575 3.3893
H 0.4909 5.4223 2.9364
C -0.8441 3.7659 3.3794
H 3.8950 -3.8317 1.6815
H -2.3271 4.3015 -2.8284
O 1.1060 -4.8854 4.3406
H 2.4521 -5.4008 2.8591
H 0.7252 3.9290 4.8825
H 1.3495 -1.2339 2.9501
C 1.1667 2.4048 2.5670
N -0.5920 -0.2213 -1.2142
*
```


Entry 5:
DFT (ωB97M-V with the def2-TZVPD basis set) results for a 15-piece molecular cluster, BF4H28O14 overall.

Properties
Largest force on an atom ... 0.8 eV/A
Energy above the lowest of the compared OMol25 structures with the same formula, charge and spin ... 5.7 kJ/mol
HOMO level ... -7.401 eV
Kohn-Sham gap ... 0.337 Ha

The geometry in ORCA input format:
```
! wB97M-V def2-TZVPD RIJCOSX def2/J DEFGRID3
* xyz -1 1
H -0.8618 0.8904 -3.8746
H 2.3255 -1.0557 1.9942
H 0.0078 2.1431 1.1564
H 2.4596 2.4640 3.5271
H 2.6235 -2.8326 -1.1718
O -3.6739 1.2614 1.3970
H -0.7445 3.4691 1.0500
H -1.7647 2.1093 -1.1524
H -0.3253 -2.8435 0.1445
H -0.0375 2.5425 -2.8172
O 2.6013 -3.5020 -0.4752
H -3.7532 -1.7006 -1.6942
H 0.9378 2.7377 -3.9774
H -1.0081 -0.4984 -3.2344
H -0.5303 -4.3200 -0.1721
O 2.0414 -1.4848 -2.9239
O -2.5831 2.5097 -0.8225
O -3.7124 -1.8466 1.6300
O -0.8149 -0.4185 3.4213
H 1.3640 -1.4273 -2.2223
H 2.3477 -0.5809 -3.0385
H -3.5362 1.6822 0.5260
H -3.0552 -2.3723 2.1014
O -0.5085 2.7796 1.6751
F -1.0548 -0.3144 0.5604
O 2.7927 -1.8797 1.7879
F 1.1164 0.3714 0.9556
H 0.1166 -0.2386 3.5865
F 0.0429 0.9874 -0.9325
H -3.4425 -0.9274 1.7739
B 0.1953 -0.0955 -0.0104
O -1.1740 -0.0167 -4.0533
H -2.7864 1.2191 1.7803
O 3.6079 1.8810 0.2501
H 2.4995 -2.9881 0.3525
O 0.0545 2.4149 -3.7711
O 2.9134 1.7249 3.1099
H 2.8578 1.8895 -0.3562
F 0.6602 -1.2766 -0.5931
H -2.3044 3.3308 -0.4062
O -0.3373 -3.7178 0.5518
H 3.7253 -1.6772 1.9181
H 3.8756 0.9544 0.2833
H 3.1118 2.0302 2.2077
H -0.8648 -0.5733 2.4662
H -2.6102 -1.1678 -0.8407
O -2.7943 -1.6362 -1.6671
*
```